{
  "formula": "C18H25NO2",
  "method": "ωB97M-V/def2-TZVPD",
  "de_lowest_kj_mol": 4.1,
  "orbital_gap_ev": 8.89,
  "e_tot_ha": -906.15621,
  "smiles": "CC1(C)[C@H]2CC[C@]1(C)[C@H](OC(=O)CNc1ccccc1)C2",
  "total_charge": 0,
  "multiplicity": 1,
  "species": ["C", "C", "C", "C", "C", "C", "C", "C", "C", "O", "C", "O", "C", "N", "C", "C", "C", "C", "C", "C", "C", "H", "H", "H", "H", "H", "H", "H", "H", "H", "H", "H", "H", "H", "H", "H", "H", "H", "H", "H", "H", "H", "H", "H", "H", "H"],
  "positions_angstrom": [[3.438, 0.627, 1.225], [2.598, -0.324, 0.372], [3.007, -1.742, 0.773], [2.693, -0.052, -1.144], [1.685, -1.047, -1.725], [0.547, -1.018, -0.689], [1.068, -0.072, 0.410], [0.351, -0.223, 1.736], [0.993, 1.355, -0.179], [-0.295, 1.657, -0.725], [-1.067, 2.513, -0.070], [-0.765, 3.099, 0.939], [-2.458, 2.589, -0.698], [-3.346, 1.735, 0.066], [-3.241, 0.350, 0.001], [-2.992, -0.322, -1.196], [-2.968, -1.703, -1.231], [-3.189, -2.445, -0.083], [-3.448, -1.787, 1.108], [-3.472, -0.407, 1.151], [2.068, 1.343, -1.281], [3.198, 0.492, 2.277], [4.493, 0.395, 1.088], [3.291, 1.672, 0.977], [4.027, -1.933, 0.446], [2.365, -2.504, 0.349], [2.976, -1.841, 1.856], [3.690, -0.125, -1.577], [1.346, -0.739, -2.714], [2.123, -2.040, -1.822], [-0.381, -0.636, -1.109], [0.332, -2.005, -0.279], [0.518, -1.216, 2.147], [0.698, 0.519, 2.452], [-0.721, -0.092, 1.597], [1.191, 2.103, 0.595], [-2.424, 2.268, -1.738], [-2.831, 3.614, -0.636], [-3.447, 2.067, 1.018], [-2.825, 0.232, -2.107], [-2.771, -2.205, -2.167], [-3.163, -3.523, -0.116], [-3.623, -2.351, 2.013], [-3.671, 0.101, 2.085], [2.798, 2.139, -1.140], [1.604, 1.481, -2.257]],
  "lowdin_charge": [-0.02, -0.45, -0.02, -0.24, -0.12, -0.10, -0.38, 0.01, -0.22, 0.05, -0.46, 0.11, -0.09, 0.03, -0.28, -0.05, -0.10, -0.11, -0.09, -0.05, -0.06, 0.09, 0.09, 0.08, 0.09, 0.08, 0.09, 0.15, 0.11, 0.11, 0.09, 0.12, 0.09, 0.09, 0.07, 0.15, 0.11, 0.13, 0.13, 0.11, 0.11, 0.10, 0.10, 0.11, 0.12, 0.12]
}


{
  "formula": "C18H19BN9OPd",
  "method": "ωB97M-V/def2-TZVPD",
  "de_lowest_kj_mol": 154.4,
  "orbital_gap_ev": [3.77, 4.15],
  "e_tot_ha": -1417.52045,
  "total_charge": 2,
  "multiplicity": 2,
  "species": ["Pd", "C", "C", "N", "N", "C", "B", "N", "C", "C", "C", "N", "N", "C", "C", "C", "N", "N", "C", "C", "C", "N", "H", "H", "H", "H", "H", "H", "H", "H", "H", "H", "H", "H", "O", "C", "C", "C", "C", "C", "C", "N", "H", "H", "H", "H", "H", "H", "H"],
  "positions_angstrom": [[0.223, -0.254, -0.104], [1.873, 2.778, 2.622], [2.000, 1.950, 1.508], [0.882, 1.250, 1.362], [0.022, 1.594, 2.333], [0.608, 2.521, 3.116], [-1.418, 1.015, 2.405], [-2.120, 1.302, 1.045], [-3.326, 1.835, 0.773], [-3.466, 1.935, -0.601], [-2.282, 1.416, -1.119], [-1.494, 1.042, -0.115], [-1.339, -0.515, 2.580], [-1.904, -1.300, 3.514], [-1.564, -2.612, 3.254], [-0.769, -2.551, 2.114], [-0.644, -1.285, 1.723], [-2.151, 1.690, 3.540], [-2.550, 2.982, 3.593], [-3.158, 3.195, 4.816], [-3.056, 1.960, 5.484], [-2.413, 1.118, 4.720], [2.602, 3.459, 3.011], [2.823, 1.853, 0.824], [0.120, 2.948, 3.970], [-4.021, 2.108, 1.542], [-4.295, 2.331, -1.153], [-1.965, 1.328, -2.144], [-2.492, -0.878, 4.308], [-1.860, -3.484, 3.800], [-0.296, -3.362, 1.592], [-2.377, 3.659, 2.780], [-3.572, 4.104, 5.200], [-3.370, 1.694, 6.473], [2.568, -0.177, -0.869], [3.002, -1.412, -0.309], [2.089, -2.558, -0.689], [2.523, -3.876, -0.749], [1.604, -4.868, -1.059], [0.292, -4.510, -1.348], [-0.064, -3.175, -1.269], [0.814, -2.233, -0.932], [2.845, -0.125, -1.797], [2.956, -1.264, 0.782], [4.039, -1.629, -0.584], [3.554, -4.112, -0.535], [1.909, -5.903, -1.077], [-0.443, -5.250, -1.623], [-1.077, -2.846, -1.481]],
  "lowdin_spin": [0.55, 0.00, 0.01, 0.06, 0.00, 0.00, 0.00, 0.01, 0.00, 0.01, 0.02, 0.20, 0.01, 0.01, 0.01, 0.01, 0.12, 0.00, 0.00, 0.00, 0.00, 0.00, 0.00, 0.00, 0.00, 0.00, 0.00, 0.00, 0.00, 0.00, 0.00, 0.00, 0.00, 0.00, -0.01, 0.00, 0.00, 0.00, 0.00, 0.00, 0.00, -0.02, 0.00, 0.00, 0.00, 0.00, 0.00, 0.00, 0.00]
}


{
  "formula": "C6H17BrN5O4",
  "method": "ωB97M-V/def2-TZVPD",
  "orbital_gap_ev": 10.11,
  "e_tot_ha": -3387.16928,
  "total_charge": 1,
  "multiplicity": 1,
  "species": ["C", "C", "C", "Br", "N", "C", "N", "N", "H", "H", "H", "H", "H", "H", "H", "H", "H", "H", "H", "C", "N", "O", "O", "H", "H", "H", "C", "N", "O", "O", "H", "H", "H"],
  "positions_angstrom": [[2.382, 1.678, 0.185], [0.986, 1.177, 0.555], [0.801, -0.313, 0.789], [2.277, -1.086, 1.834], [0.522, -1.091, -0.433], [1.465, -0.933, -1.449], [2.604, -1.636, -1.483], [1.141, -0.099, -2.407], [2.302, 2.631, -0.334], [2.934, 1.002, -0.470], [2.991, 1.833, 1.071], [0.702, 1.664, 1.484], [0.233, 1.492, -0.167], [-0.067, -0.477, 1.416], [0.473, -2.082, -0.194], [2.710, -2.264, -0.693], [3.481, -1.172, -1.690], [1.808, 0.246, -3.080], [0.192, 0.237, -2.444], [-2.668, -3.656, -1.793], [-1.713, -4.224, -0.802], [-0.557, -3.819, -0.812], [-2.136, -5.060, -0.049], [-2.143, -2.928, -2.398], [-3.040, -4.485, -2.388], [-3.482, -3.210, -1.229], [-2.403, 4.041, 2.911], [-1.570, 3.478, 1.813], [-1.994, 2.515, 1.203], [-0.506, 4.018, 1.592], [-3.310, 3.454, 2.982], [-1.809, 3.990, 3.820], [-2.605, 5.077, 2.658]],
  "lowdin_charge": [-0.11, -0.29, -0.65, 0.75, 0.03, -0.43, 0.23, 0.26, 0.08, 0.05, 0.07, 0.10, 0.10, 0.10, 0.09, 0.09, 0.14, 0.15, 0.15, 0.06, -0.43, 0.01, 0.11, 0.09, 0.11, 0.11, 0.06, -0.44, 0.05, 0.06, 0.10, 0.10, 0.11]
}